Record 1
Molecular formula: C32H29IrN4P2S2
Method: DFT, ωB97M-V/def2-TZVPD

Each line ends with the Löwdin charge.
Cartesian coordinates (Å):
Ir  1.26838  0.02350  -0.41708  0.80
N  -0.49354  -1.58556  1.25169  -0.34
P  0.55148  -0.40775  1.87224  0.81
C  -0.36444  0.94360  2.59926  -0.39
C  -1.34327  0.68467  3.56208  -0.07
C  -2.01248  1.73587  4.16319  -0.04
C  -1.69107  3.04651  3.82649  -0.04
C  -0.70834  3.30923  2.88308  -0.06
C  -0.05007  2.25794  2.26232  -0.13
C  1.59185  -1.12213  3.12620  -0.35
C  1.81064  -2.50162  3.18532  -0.08
C  2.61702  -3.02251  4.18362  -0.04
C  3.21675  -2.17534  5.10588  -0.03
C  3.01075  -0.80186  5.04114  -0.04
C  2.19659  -0.27100  4.05742  -0.07
P  0.02835  -2.07936  -0.29937  0.80
C  1.06403  -3.52538  -0.14055  -0.40
C  2.44853  -3.41550  -0.23014  -0.11
C  3.25081  -4.51967  0.01457  -0.05
C  2.66864  -5.73474  0.34482  -0.03
C  1.28359  -5.85630  0.42474  -0.04
C  0.48079  -4.75777  0.17696  -0.08
C  -1.43778  -2.52927  -1.20646  -0.38
C  -1.29848  -3.29034  -2.37031  -0.08
C  -2.42539  -3.66541  -3.07981  -0.04
C  -3.68732  -3.29097  -2.63197  -0.04
C  -3.82725  -2.52779  -1.48056  -0.05
C  -2.70405  -2.13589  -0.76795  -0.09
H  -1.07338  -2.18501  1.83233  0.10
H  -1.57574  -0.33161  3.85998  0.12
H  -2.77098  1.53862  4.90826  0.12
H  -2.20290  3.86533  4.31421  0.12
H  -0.44600  4.33110  2.64438  0.11
H  0.72957  2.46369  1.53519  0.08
H  1.35581  -3.16949  2.46569  0.08
H  2.77435  -4.09077  4.24415  0.12
H  3.84257  -2.58669  5.88654  0.12
H  3.47609  -0.14969  5.76722  0.12
H  2.02034  0.79771  4.02938  0.11
H  2.91024  -2.46839  -0.49259  0.07
H  4.32682  -4.43748  -0.05583  0.12
H  3.29366  -6.59785  0.53161  0.12
H  0.83717  -6.81017  0.67035  0.12
H  -0.59763  -4.85872  0.22477  0.12
H  -0.32048  -3.61065  -2.71028  0.12
H  -2.32315  -4.26320  -3.97514  0.12
H  -4.56525  -3.60431  -3.18084  0.12
H  -4.81093  -2.24489  -1.13132  0.12
H  -2.81954  -1.53198  0.12326  0.10
S  5.50353  0.86657  -2.46157  0.97
C  4.00501  0.67570  -1.90843  -0.76
N  2.90777  0.53902  -1.50945  -0.15
N  0.95079  3.01671  -2.52687  0.17
C  -0.26906  2.61964  -2.19959  -0.75
S  -0.68287  1.31015  -1.25969  0.73
N  -1.36457  3.33146  -2.73258  0.11
C  -1.47745  4.55518  -3.30618  -0.16
C  -2.67533  4.78567  -4.05796  0.05
C  -2.87282  5.97829  -4.68833  0.01
C  -1.90889  6.99347  -4.56787  0.06
C  -0.75344  6.80014  -3.77758  0.01
C  -0.52959  5.60910  -3.15085  0.02
H  1.72464  2.45619  -2.20045  0.07
H  1.12622  3.64650  -3.29363  0.13
H  -2.21337  2.77546  -2.69120  0.14
H  -3.39848  3.98343  -4.14508  0.14
H  -3.76139  6.14767  -5.28064  0.14
H  -2.06066  7.94352  -5.06375  0.14
H  -0.06129  7.62158  -3.65111  0.14
H  0.30582  5.50385  -2.47528  0.12

Atomic forces in eV per Å
-0.4400 0.0166 0.2654
0.0587 -0.1506 -0.0485
0.0881 0.2653 -0.3381
-0.0954 -0.0410 0.1245
0.0143 -0.0442 0.0136
0.0064 0.0401 -0.0009
-0.0118 -0.0063 0.0069
-0.0048 -0.0142 0.0142
0.0475 0.0223 -0.0332
-0.0196 -0.0729 0.0668
0.0300 0.0349 -0.0282
0.0108 0.0132 -0.0095
0.0061 0.0061 0.0190
0.0125 -0.0368 -0.0017
-0.0029 0.0276 0.0119
0.2317 0.0397 0.0935
-0.1115 -0.1844 -0.0955
0.1021 0.0585 0.0025
0.0076 -0.0132 -0.0057
-0.0540 -0.0231 0.0085
0.0923 0.0011 -0.0077
-0.0641 0.0357 -0.0022
-0.0972 0.0185 0.0716
0.0176 -0.0304 0.0065
-0.0263 0.0044 -0.0149
-0.0017 -0.0030 0.0019
0.0231 0.0074 -0.0184
0.0005 0.0523 -0.0667
0.0179 0.0294 0.0498
0.0083 -0.0055 -0.0141
0.0001 -0.0092 -0.0024
0.0001 0.0001 -0.0024
-0.0032 0.0003 -0.0051
-0.0052 -0.0241 -0.0071
-0.0345 -0.0028 0.0095
0.0004 -0.0009 0.0029
0.0030 -0.0034 -0.0055
-0.0077 0.0071 0.0000
-0.0222 -0.0062 -0.0163
-0.0372 0.0142 0.0151
-0.0015 0.0098 -0.0073
0.0023 0.0030 0.0018
-0.0126 0.0053 0.0007
0.0010 0.0001 -0.0012
0.0101 0.0076 0.0245
0.0010 -0.0041 0.0021
-0.0035 0.0051 0.0024
-0.0050 -0.0069 -0.0028
0.0169 -0.0212 0.0212
0.0515 -0.0215 -0.0370
-0.1017 0.0019 0.0555
0.2475 -0.0583 -0.0542
-0.0299 -0.1475 0.1138
-0.2029 0.4314 -0.2980
0.1534 -0.0573 0.0849
0.1988 -0.2641 0.0895
-0.0681 0.0870 0.0593
-0.0604 -0.0264 -0.0374
-0.0527 -0.0667 -0.0019
0.0065 0.0278 -0.0111
0.0594 -0.0141 0.0375
0.0484 0.0002 0.0338
0.0120 0.0256 0.0117
-0.0302 0.0764 -0.0455
-0.0352 0.0549 -0.0882
-0.0174 0.0195 -0.0198
-0.0110 -0.0250 0.0067
-0.0071 0.0008 -0.0061
0.0208 -0.0207 0.0253
0.0700 -0.0450 -0.0203

expectation value of S² = 8.80
charge = +3
HOMO level (alpha / beta) = -14.89 / -16.02 eV
lowest unoccupied orbital energy (alpha / beta) = -0.3086 / -0.4322 hartree
multiplicity = 6

=====

Record 2
Molecular formula: C32H29N6O17
Method: DFT, ωB97M-V/def2-TZVPD

Each line ends with the Löwdin charge.
Cartesian coordinates (Å):
N  -0.36925  2.90755  2.10129  0.25
C  -0.68006  2.41316  1.09624  -0.27
O  -1.00034  1.90815  -0.10138  0.07
N  -0.13704  2.53176  -1.01312  0.06
C  -0.54492  3.72015  -1.50359  -0.24
N  -1.78150  4.20630  -1.09036  0.19
C  0.28654  4.39061  -2.37271  0.03
C  1.51185  3.82931  -2.70845  0.03
C  1.85010  2.57073  -2.18396  0.02
C  1.02083  1.90440  -1.32008  -0.13
C  1.35753  0.56309  -0.69411  -0.02
C  1.82613  -0.40073  -1.83889  -0.62
N  0.90759  -0.19192  -2.96593  0.10
N  1.64916  -1.81561  -1.41941  0.08
N  3.23746  -0.21049  -2.19364  0.09
H  -2.05366  4.88882  -1.79659  0.12
H  -2.48766  3.47515  -1.18074  0.11
H  -0.03196  5.36535  -2.74053  0.14
H  2.21855  4.33036  -3.36572  0.13
H  2.80412  2.15866  -2.49816  0.12
H  2.11536  0.70677  0.08879  0.14
H  0.48720  0.07617  -0.23424  0.09
H  0.22724  -0.94396  -2.90136  0.09
H  1.38753  -0.26148  -3.86218  0.04
H  1.93696  -2.35757  -2.23182  0.09
H  2.34620  -1.98254  -0.69255  0.08
H  3.77813  -1.05289  -2.07383  0.08
H  3.34795  0.16887  -3.12607  0.06
C  -1.34688  -2.67173  3.94686  0.09
C  -0.94479  -2.57683  2.67370  -0.23
C  -1.36256  -1.43381  1.80356  -0.30
O  -0.95163  -1.38180  0.65431  0.07
C  -2.24701  -0.43009  2.36630  0.07
C  -2.65512  -0.52022  3.63794  -0.22
C  -2.21697  -1.64945  4.52233  -0.30
O  -2.60137  -1.67356  5.67285  0.13
O  -3.46690  0.38718  4.17950  0.11
O  -0.14887  -3.49238  2.10871  0.11
H  -1.04879  -3.49324  4.58601  0.12
H  -2.55585  0.38019  1.72131  0.10
H  -3.61028  0.10041  5.10287  0.13
H  -0.00827  -3.19210  1.19128  0.11
C  2.92388  -7.41888  6.28152  0.08
C  1.64929  -7.04424  6.11904  -0.23
C  1.28948  -5.76654  5.42356  -0.30
O  0.11368  -5.48215  5.28561  0.10
C  2.37018  -4.91582  4.94489  0.07
C  3.64466  -5.28842  5.11013  -0.23
C  4.00527  -6.57933  5.78197  -0.31
O  5.17907  -6.87488  5.88784  0.12
O  4.66239  -4.53713  4.68815  0.11
O  0.63243  -7.78399  6.56388  0.12
H  3.19633  -8.33877  6.77936  0.14
H  2.09732  -3.98881  4.45995  0.13
H  5.47057  -5.03031  4.92721  0.12
H  -0.17696  -7.29715  6.32123  0.12
C  -5.25307  3.20079  3.24711  0.09
C  -4.84655  3.28092  1.98061  -0.22
C  -5.24559  4.41131  1.08883  -0.31
O  -4.81630  4.42776  -0.05620  0.08
C  -6.12637  5.43208  1.62843  0.08
C  -6.54559  5.35721  2.90147  -0.23
C  -6.12159  4.23385  3.80461  -0.30
O  -6.51197  4.22184  4.95223  0.13
O  -7.35369  6.26895  3.43055  0.13
O  -4.05240  2.35102  1.43317  0.08
H  -4.96308  2.38518  3.89363  0.12
H  -6.42208  6.23610  0.96940  0.14
H  -7.50416  5.98948  4.35404  0.13
H  -3.90774  2.64255  0.51632  0.09
C  3.36357  -0.73834  -7.09091  0.07
C  3.88475  -0.76779  -8.32726  -0.23
C  3.60212  0.31922  -9.32385  -0.30
O  4.11276  0.25476  -10.42066  0.14
C  2.71516  1.40600  -8.91891  0.09
C  2.19696  1.42670  -7.68757  -0.23
C  2.50284  0.35578  -6.68824  -0.30
O  2.01164  0.44227  -5.56852  0.05
O  1.37772  2.40305  -7.27791  0.11
O  4.67407  -1.75173  -8.73346  0.14
H  3.56099  -1.51328  -6.36345  0.14
H  2.50321  2.17499  -9.64843  0.14
H  1.14623  2.18327  -6.35773  0.11
H  4.91583  -1.53824  -9.65610  0.13

Atomic forces in eV per Å
-0.4832 -0.8541 -1.4231
0.0811 0.4281 1.0966
0.3261 0.5592 0.7364
0.1800 -0.1882 -0.2190
-1.0347 0.2689 0.0773
0.3328 -0.5406 -1.3465
0.6946 0.4264 -0.3026
-0.4036 -0.5817 0.5779
0.5773 0.9722 -0.7650
0.5696 -0.7594 0.4464
-0.1562 -0.2893 -0.3194
0.0250 -1.1678 -0.2972
0.2972 -0.1310 0.1883
0.3141 0.9756 0.5264
-0.4317 1.0054 -0.1070
-0.1332 0.3608 0.5660
-0.0488 0.1318 0.5703
0.0882 -0.2918 0.0358
-0.2696 -0.0087 0.0920
-0.2852 -0.2173 0.4352
-0.0416 -0.0530 -0.3040
0.1060 0.3495 -0.1937
-0.1239 0.2038 -0.1458
-0.1653 0.0107 0.2017
-0.0554 -0.1260 0.1681
-0.2327 -0.3203 0.0424
-0.0314 0.0267 -0.1774
0.1629 -0.2287 -0.0060
-0.0877 0.0747 0.1851
0.1397 -0.4682 0.3213
-0.3515 0.3787 0.0682
0.1870 -0.1710 0.0219
0.1942 -0.0289 -0.2690
-0.2644 0.5760 -0.3234
0.3382 -0.5672 0.0266
-0.2090 0.3194 -0.0267
0.2013 -0.4618 0.3141
-0.1239 0.4553 -0.2360
0.0283 -0.0243 -0.0462
-0.1182 -0.0100 0.0745
-0.0126 0.0256 0.0306
0.0261 -0.0763 -0.0481
0.2209 0.0645 -0.0504
0.0860 -0.5217 0.2833
0.2579 0.4750 -0.2618
-0.1695 -0.2355 0.1707
-0.2609 -0.0359 0.0231
-0.0951 0.5405 -0.2709
-0.2023 -0.5353 0.3101
0.1366 0.3092 -0.1641
0.0452 -0.4434 0.2089
-0.0353 0.4577 -0.2633
-0.0246 -0.0014 -0.0040
0.0185 -0.0083 -0.0156
0.0581 0.0319 -0.0154
-0.0714 -0.0656 0.0358
-0.1130 0.0100 0.2643
0.1008 -0.3388 0.3846
-0.3316 0.5180 -0.0463
0.2579 -0.3028 -0.0203
0.1843 -0.1386 -0.2302
-0.1952 0.4735 -0.3576
0.2658 -0.4141 0.0012
-0.1816 0.2681 -0.0295
0.2257 -0.4505 0.2414
0.1041 0.1621 -0.3124
0.0299 0.0002 -0.0313
-0.0209 0.0150 0.0371
-0.0702 0.0937 0.0411
-0.1645 0.0392 -0.0338
-0.2302 0.1909 0.3055
0.1898 -0.5275 0.3392
-0.3118 0.5420 -0.1491
0.1698 -0.3140 0.0600
0.1159 -0.0737 -0.1229
-0.1685 0.4231 -0.3322
0.3768 -0.6029 -0.0574
-0.0284 0.3886 -0.1510
0.1727 -0.3441 0.2966
-0.1747 0.4671 -0.2700
0.0318 -0.0257 -0.0450
-0.0069 0.0049 0.0172
-0.0773 0.0166 -0.0010
0.0797 -0.0952 -0.0313

charge = +1
HOMO level = -11.07 eV
lowest unoccupied orbital energy = -0.1417 hartree

=====

Record 3
Molecular formula: C32H29NO4STc
Method: DFT, ωB97M-V/def2-TZVPD

Each line ends with the Löwdin charge.
Cartesian coordinates (Å):
Tc  -1.78467  0.74075  0.35277  1.45
C  -1.40631  4.19527  0.70375  -0.01
C  -2.06145  2.96099  1.25557  -0.32
C  -1.43335  2.18777  2.27014  -0.07
C  -2.04332  1.03807  2.78683  -0.08
C  -3.26792  0.59431  2.24825  -0.09
C  -3.91458  1.34058  1.25057  -0.11
C  -3.31172  2.52386  0.77279  -0.08
H  -0.88442  3.97454  -0.22973  0.09
H  -0.68244  4.59855  1.40887  0.10
H  -2.15148  4.96069  0.49296  0.10
H  -0.46769  2.50163  2.64773  0.13
H  -1.55180  0.45674  3.55598  0.13
H  -3.69191  -0.34492  2.57768  0.14
H  -4.85293  1.00317  0.83270  0.13
H  -3.79500  3.08537  -0.01629  0.14
C  2.42983  1.03658  4.37657  -0.04
C  3.13888  -0.00840  3.50316  -0.55
C  2.55728  -1.40063  3.79128  -0.03
C  4.62415  -0.01066  3.86526  -0.06
C  2.90197  0.31599  2.02951  -0.14
C  3.95323  0.46385  1.10906  0.01
C  3.73643  0.69646  -0.23583  -0.05
C  2.42411  0.80315  -0.67448  -0.44
S  1.82087  1.05453  -2.28888  1.19
C  0.22622  1.00783  -1.70851  -0.53
N  0.12066  0.82886  -0.39658  -0.06
C  1.36560  0.69012  0.22664  -0.27
C  1.59832  0.43410  1.56874  0.02
C  -1.01041  1.12361  -2.45370  -0.26
C  -1.09145  1.25369  -3.83455  -0.03
C  -2.33972  1.31309  -4.43442  -0.05
C  -3.48723  1.24280  -3.65493  -0.05
C  -3.40183  1.11782  -2.27142  -0.09
C  -2.16212  1.05292  -1.64590  -0.20
H  2.59790  0.81446  5.43075  0.10
H  1.34813  1.03505  4.21585  0.06
H  2.80745  2.04096  4.17686  0.10
H  2.72119  -1.66116  4.83765  0.09
H  3.03727  -2.16057  3.17281  0.10
H  1.48394  -1.44495  3.59528  0.07
H  4.73495  -0.23042  4.92682  0.09
H  5.09016  0.95876  3.67914  0.10
H  5.17500  -0.77623  3.31685  0.09
H  4.97403  0.38413  1.45172  0.11
H  4.56884  0.79214  -0.91978  0.12
H  0.76320  0.27018  2.23696  0.09
H  -0.19404  1.30806  -4.43996  0.11
H  -2.41965  1.41680  -5.50777  0.12
H  -4.45999  1.28739  -4.12667  0.12
H  -4.32059  1.05168  -1.70048  0.10
O  -0.06924  -2.14305  1.15367  0.14
C  -0.78040  -2.00399  0.19647  -0.50
O  -1.84913  -1.16416  0.22981  -0.23
C  -0.53437  -2.63038  -1.12666  -0.06
C  0.58766  -3.47899  -1.23420  0.08
C  0.91581  -4.11067  -2.41899  0.09
C  0.07698  -3.85999  -3.48912  -0.14
O  0.15740  -4.34132  -4.72966  0.15
C  -0.95406  -3.81787  -5.46406  -0.03
O  -1.66680  -2.95266  -4.57184  0.14
C  -1.04036  -3.01106  -3.38671  -0.13
C  -1.37436  -2.37901  -2.21085  0.12
H  1.18652  -3.63094  -0.34619  0.15
H  1.76554  -4.77133  -2.51136  0.15
H  -1.60217  -4.63814  -5.77083  0.17
H  -0.58606  -3.24295  -6.31254  0.17
H  -2.24458  -1.74286  -2.13459  0.14

Atomic forces in eV per Å
-0.7262 1.0320 1.0847
0.0247 -0.0121 -0.0603
-0.2430 -0.1731 -0.0959
0.0365 -0.2686 -0.0508
0.0782 0.1214 0.0566
0.1971 0.0660 -0.1853
0.1011 -0.0196 -0.2631
0.1914 0.0124 0.0786
0.0034 0.0266 0.0110
-0.0005 0.0061 0.0011
0.0103 0.0082 0.0109
-0.0253 -0.0013 0.0201
0.0020 0.0422 0.0087
-0.0034 0.0257 0.0183
-0.0245 0.0585 0.0817
-0.0086 0.0108 0.0231
-0.0313 -0.0162 0.0143
-0.0022 0.0100 -0.0032
-0.0267 -0.0023 0.0193
-0.0076 0.0014 -0.0063
-0.0209 0.0098 -0.0397
0.0306 0.0019 0.0288
0.0191 0.0111 -0.0186
0.0493 -0.0206 0.0568
0.1682 0.0389 -0.1085
-0.0441 -0.0290 0.4605
0.1605 -0.0185 -0.3614
-0.0975 0.0672 -0.1871
0.0287 -0.0554 0.0571
-0.1992 0.0544 -0.1180
0.0262 -0.0154 -0.1001
0.0518 -0.0081 -0.0401
-0.0555 0.0064 0.0073
0.0484 -0.0629 -0.1135
0.1527 -0.0342 0.0132
0.0111 0.0031 0.0030
0.0224 0.0049 -0.0037
-0.0005 -0.0045 -0.0032
-0.0018 -0.0038 0.0027
0.0275 -0.0015 0.0012
0.0069 0.0142 -0.0018
-0.0023 0.0016 0.0059
-0.0001 -0.0059 -0.0042
0.0065 -0.0006 -0.0022
0.0069 0.0001 -0.0005
0.0018 0.0053 0.0014
-0.0006 0.0423 -0.0391
0.0128 0.0198 -0.0158
-0.0031 0.0177 -0.0034
-0.0053 0.0104 -0.0220
0.0234 0.0085 0.0372
0.2526 -0.5920 -0.3271
-1.0354 1.8993 1.0275
0.6607 -1.8389 -0.6703
-0.8674 0.0890 -0.8503
0.5936 -0.6242 -0.5675
0.2713 -0.0359 0.4947
0.5183 -0.6547 -0.8114
-0.1342 0.3040 0.6774
-0.0030 0.0215 -0.1020
0.5201 -0.1507 0.8026
-0.7920 0.2742 -0.9469
0.0016 0.2559 0.8921
0.0216 0.0013 0.0183
0.0049 0.0030 -0.0005
-0.0099 -0.0053 0.0273
0.0019 0.0133 0.0186
0.0257 0.0553 0.0619

expectation value of S² = 3.79
charge = +2
HOMO level (alpha / beta) = -13.55 / -13.68 eV
lowest unoccupied orbital energy (alpha / beta) = -0.2224 / -0.3438 hartree
multiplicity = 4